Record 1
DFT (the ωB97M-V functional and the def2-TZVPD basis) results for a cluster of 2 separate species, C5H12N3O3S in total.

Properties
Gap between HOMO and LUMO in eV: 7.64
LUMO energy in eV: -4.5137
Energy relative to the best compared isomer or geometry (same formula, charge and spin) in eV: 1.6274

The geometry in ORCA input format:
```
! wB97M-V def2-TZVPD RIJCOSX def2/J DEFGRID3
* xyz 1 1
C -1.406 0.294 -0.129
C 0.811 -0.288 0.315
C 2.068 -0.885 0.055
C 0.703 0.217 1.767
C -0.108 -0.917 -1.931
N -0.159 -0.338 -0.537
N -1.349 1.531 0.048
N -2.448 2.300 0.262
O -2.445 -0.532 -0.269
O -4.948 0.633 0.212
O -5.715 -1.707 0.110
S -6.018 -0.365 0.367
H 2.750 -0.077 0.559
H 2.357 -0.920 -0.954
H 2.030 -1.809 0.612
H -0.174 -0.016 2.199
H 0.850 1.388 1.672
H 1.600 -0.167 2.205
H -0.210 -0.162 -2.716
H 0.758 -1.597 -2.103
H -0.864 -1.556 -1.888
H -3.307 -0.133 -0.203
H -2.131 3.167 0.550
H -3.345 1.909 0.493
*
```

Record 2
DFT (the ωB97M-V functional and the def2-TZVPD basis) results for a structure of composition C24H27HfNOSi.

Properties
Gap between HOMO and LUMO in eV: 5.51
LUMO energy in eV: -8.0268
Energy relative to the best compared isomer or geometry (same formula, charge and spin) in eV: 0.0000

The geometry in ORCA input format:
```
! wB97M-V def2-TZVPD RIJCOSX def2/J DEFGRID3
* xyz 2 1
C -1.859 -0.323 2.510
C -0.495 -0.789 2.590
C 0.302 0.249 3.180
H -0.148 -1.798 2.362
C -0.560 1.353 3.489
C -1.899 1.001 3.092
H -2.806 1.553 3.345
H -2.721 -0.938 2.262
H 1.357 0.159 3.436
H -0.271 2.243 4.045
Hf -0.643 1.070 1.155
C 3.804 -0.382 -3.560
H 3.960 0.539 -2.988
H 4.404 -1.194 -3.129
H 2.743 -0.660 -3.550
Si 0.958 -0.335 -0.564
C -0.076 -1.611 -1.482
C -0.838 -2.558 -0.776
H -0.865 -2.532 0.318
C -1.554 -3.543 -1.463
H -2.129 -4.278 -0.899
C -1.527 -3.579 -2.859
H -2.086 -4.345 -3.393
C -0.802 -2.619 -3.571
H -0.792 -2.631 -4.660
C -0.089 -1.628 -2.886
H 0.464 -0.863 -3.434
C 2.361 -1.191 0.310
C 2.623 -2.560 0.141
H 2.054 -3.133 -0.591
C 3.585 -3.194 0.933
H 3.770 -4.261 0.808
C 4.299 -2.462 1.888
H 5.051 -2.955 2.505
C 4.044 -1.097 2.064
H 4.574 -0.525 2.828
C 3.100 -0.459 1.260
H 2.912 0.612 1.384
H 1.609 0.533 -1.584
H 4.119 -0.215 -4.600
O -2.232 0.533 -0.200
C -2.421 1.711 -1.228
C -2.415 3.001 -0.457
C -3.295 4.026 -0.753
C -3.416 5.093 0.126
C -2.660 5.095 1.295
C -1.790 4.044 1.558
N -1.649 3.019 0.675
H -3.086 0.064 -0.027
H -1.593 1.576 -1.945
H -3.381 1.510 -1.726
H -3.885 3.928 -1.667
H -4.110 5.902 -0.095
H -2.771 5.884 2.039
H -1.224 3.959 2.488
*
```

Record 3
DFT (the ωB97M-V functional and the def2-TZVPD basis) results for a structure of composition C19H35BiN4.

Properties
Gap between HOMO and LUMO in eV: 5.77
LUMO energy in eV: -8.4563
Energy relative to the best compared isomer or geometry (same formula, charge and spin) in eV: 0.0000

The geometry in ORCA input format:
```
! wB97M-V def2-TZVPD RIJCOSX def2/J DEFGRID3
* xyz 2 1
C 1.403 3.104 0.094
H 1.644 4.029 0.641
H 2.094 3.010 -0.753
H 1.496 2.270 0.778
C -0.011 3.182 -0.487
H -0.277 2.242 -1.007
H -0.776 3.319 0.287
C -0.036 4.370 -1.440
H -1.032 4.694 -1.746
H 0.485 5.211 -0.982
H 0.515 4.121 -2.345
C -0.877 -2.400 -1.290
C -1.278 -1.225 -2.072
C -0.073 -0.576 -2.546
C 1.050 -1.303 -2.048
C 0.586 -2.374 -1.203
C 1.423 -3.441 -0.597
C 2.452 -1.128 -2.509
C -0.020 0.429 -3.643
C -2.672 -0.895 -2.457
C -1.778 -3.326 -0.554
Bi -0.431 -0.538 0.018
H 3.177 -1.429 -1.741
H 2.642 -1.754 -3.399
H 2.688 -0.092 -2.800
H 2.472 -3.142 -0.523
H 1.079 -3.710 0.407
H 1.365 -4.335 -1.229
H -2.778 -2.895 -0.393
H -1.895 -4.273 -1.102
H -1.391 -3.564 0.453
H -2.753 0.076 -2.971
H -2.995 -1.690 -3.150
H -3.364 -0.875 -1.597
H 0.764 1.169 -3.449
H 0.187 -0.031 -4.625
H -0.971 0.962 -3.725
C -0.637 1.535 3.490
N -0.747 0.262 2.683
C -2.198 -0.066 2.574
N -2.878 -0.219 3.878
C -2.720 1.068 4.607
N -1.292 1.430 4.801
C -0.660 0.322 5.572
N -0.732 -0.982 4.851
C -0.086 -0.794 3.515
C -2.179 -1.300 4.631
H -1.124 2.316 2.894
H 0.438 1.745 3.630
H -2.285 -1.010 2.016
H -2.640 0.773 2.018
H -3.195 0.934 5.587
H -3.221 1.857 4.022
H 0.404 0.566 5.733
H -1.203 0.213 6.522
H -0.139 -1.739 2.956
H 0.965 -0.487 3.673
H -2.682 -1.402 5.603
H -2.256 -2.245 4.065
*
```

Record 4
DFT (the ωB97M-V functional and the def2-TZVPD basis) results for an isolated molecule of C5H6N2O.

Properties
Gap between HOMO and LUMO in eV: 10.71
LUMO energy in eV: 0.4013
Structure (SMILES): CC(=O)N1C[C@H]1C#N
Energy relative to the best compared isomer or geometry (same formula, charge and spin) in eV: 3.4804

The geometry in ORCA input format:
```
! wB97M-V def2-TZVPD RIJCOSX def2/J DEFGRID3
* xyz 0 1
C 1.715 1.300 0.255
C 1.195 -0.061 -0.353
O 1.695 -0.671 -1.294
N -0.110 -0.171 0.177
C -0.863 -1.315 0.689
C -1.137 -0.546 -0.547
C -2.429 0.214 -0.526
N -3.390 0.958 -0.551
H 2.255 1.772 -0.531
H 2.608 1.103 0.944
H 0.992 1.907 0.683
H -0.441 -2.421 0.883
H -1.285 -0.857 1.623
H -0.806 -1.213 -1.452
*
```

Record 5
DFT (the ωB97M-V functional and the def2-TZVPD basis) results for a cluster of 3 separate species, C3H12N2O2 in total.

Properties
⟨S²⟩: 0.78
Gap between HOMO and LUMO (alpha / beta) in eV: 9.56 / 5.29
LUMO energy (alpha / beta) in eV: -3.8131 / -8.0776
Energy relative to the best compared isomer or geometry (same formula, charge and spin) in eV: 1.3180

The geometry in ORCA input format:
```
! wB97M-V def2-TZVPD RIJCOSX def2/J DEFGRID3
* xyz 1 2
C -0.236 1.843 -2.058
C 0.817 2.419 -1.104
N 0.821 1.634 0.129
C 1.440 0.417 0.211
N 1.122 -0.245 1.253
H 0.041 0.817 -2.289
H -0.242 2.436 -2.958
H -1.231 1.793 -1.608
H 1.819 2.452 -1.510
H 0.600 3.424 -0.795
H 0.010 1.781 0.750
H 2.222 0.267 -0.529
H 1.484 -1.145 1.565
H -1.295 1.029 2.029
H -1.333 2.124 3.111
O -1.434 1.974 2.161
H -2.150 -6.245 -0.312
H -1.620 -6.893 -1.552
O -1.518 -6.919 -0.591
*
```

Record 6
DFT (the ωB97M-V functional and the def2-TZVPD basis) results for a cluster of 2 separate species, C2H6N4 in total.

Properties
Gap between HOMO and LUMO in eV: 12.66
LUMO energy in eV: -7.7928
Energy relative to the best compared isomer or geometry (same formula, charge and spin) in eV: 0.5790

The geometry in ORCA input format:
```
! wB97M-V def2-TZVPD RIJCOSX def2/J DEFGRID3
* xyz 2 1
C 1.382 1.731 -0.512
C -1.248 -1.947 0.727
N -0.338 -1.879 1.491
N 0.356 1.260 -0.133
N 2.429 2.429 -0.694
N -2.278 -1.918 -0.083
H 0.241 -2.372 2.153
H -0.583 1.092 -0.498
H 3.294 2.053 -1.086
H 2.159 3.398 -0.410
H -3.240 -1.719 0.141
H -2.175 -2.130 -1.095
*
```

Record 7
DFT (the ωB97M-V functional and the def2-TZVPD basis) results for a structure of composition C49H110FeO4P3.

Properties
⟨S²⟩: 12.02
Gap between HOMO and LUMO (alpha / beta) in eV: 5.98 / 1.31
LUMO energy (alpha / beta) in eV: -13.0389 / -17.7058

The geometry in ORCA input format:
```
! wB97M-V def2-TZVPD RIJCOSX def2/J DEFGRID3
* xyz 5 7
Fe -2.638 -2.300 3.936
O -1.763 -0.855 2.999
H -1.437 -0.534 2.136
C -0.489 5.428 -0.522
C 0.044 4.394 0.487
C -1.032 3.376 0.980
C -1.944 4.027 2.020
P -2.793 2.930 3.263
C -3.992 4.091 4.159
C -3.437 5.200 5.087
C -3.209 4.761 6.600
C -2.474 5.872 7.297
C -3.760 1.730 2.232
C -4.857 2.267 1.393
C -5.607 1.357 0.300
C -7.009 1.933 -0.152
C -1.479 2.192 4.183
C -0.499 3.210 4.863
C 0.227 2.646 5.953
C 1.181 3.661 6.551
H 0.197 6.051 -1.096
H -1.167 6.075 0.034
H -1.026 5.102 -1.414
H 0.329 4.904 1.407
H 0.862 3.852 0.013
H -0.565 2.530 1.486
H -1.658 3.004 0.169
H -2.647 4.672 1.492
H -1.268 4.590 2.664
H -4.457 3.422 4.883
H -4.527 4.550 3.328
H -4.175 5.988 4.937
H -2.514 5.545 4.621
H -2.617 3.849 6.667
H -4.198 4.760 7.057
H -1.523 5.941 6.770
H -2.362 5.553 8.333
H -2.979 6.834 7.201
H -4.176 1.000 2.926
H -2.992 1.096 1.787
H -4.590 3.148 0.810
H -5.662 2.520 2.082
H -5.820 0.395 0.767
H -5.026 1.067 -0.575
H -7.531 1.339 -0.902
H -6.838 2.939 -0.536
H -7.609 2.202 0.717
H -0.903 1.551 3.515
H -1.858 1.509 4.944
H -0.802 4.190 5.233
H 0.158 3.566 4.070
H 0.632 1.667 5.697
H -0.501 2.415 6.731
H 1.773 4.161 5.785
H 1.885 3.212 7.253
H 0.768 4.521 7.078
C -1.747 -1.600 -0.222
C -0.694 -0.661 -0.736
C -0.886 -0.054 -2.135
C 0.032 1.167 -2.466
P 0.272 1.377 -4.265
C -1.337 1.559 -5.178
C -2.182 2.854 -4.768
C -3.525 3.058 -5.543
C -4.471 1.859 -5.161
C 1.322 2.884 -4.634
C 2.389 3.406 -3.615
C 2.927 4.660 -4.032
C 4.117 5.267 -3.189
C 0.956 -0.198 -4.924
C 1.496 -0.280 -6.354
C 0.603 -0.627 -7.603
C 1.366 -0.804 -8.974
H -1.420 -2.079 0.701
H -1.950 -2.347 -0.990
H -2.604 -1.007 0.095
H 0.262 -1.175 -0.834
H -0.462 0.058 0.049
H -1.860 0.358 -1.872
H -1.033 -0.866 -2.848
H 1.054 0.912 -2.184
H -0.121 2.120 -1.960
H -1.757 0.555 -5.121
H -0.882 1.637 -6.166
H -1.620 3.787 -4.718
H -2.396 2.812 -3.700
H -3.363 3.193 -6.612
H -3.852 4.072 -5.314
H -4.591 1.802 -4.079
H -4.044 0.935 -5.550
H -5.370 1.947 -5.770
H 0.652 3.742 -4.694
H 1.756 2.600 -5.593
H 3.178 2.655 -3.652
H 1.867 3.426 -2.658
H 2.173 5.442 -3.936
H 2.973 4.899 -5.094
H 3.823 5.848 -2.315
H 4.725 5.987 -3.737
H 4.624 4.388 -2.792
H 0.263 -0.987 -4.630
H 1.674 -0.452 -4.144
H 2.313 -1.000 -6.380
H 2.079 0.604 -6.614
H -0.164 0.116 -7.819
H 0.025 -1.511 -7.337
H 1.756 0.196 -9.162
H 0.755 -1.180 -9.794
H 2.192 -1.516 -8.961
C 2.146 -0.244 2.721
C 1.606 -1.657 3.113
C 1.540 -2.692 2.063
C 2.850 -2.971 1.286
P 2.788 -4.542 0.315
C 4.330 -4.597 -0.580
C 5.642 -4.346 0.187
C 6.938 -4.883 -0.441
C 8.186 -4.516 0.487
C 2.837 -6.056 1.500
C 3.069 -7.456 0.695
C 2.556 -8.582 1.538
C 3.263 -9.973 1.227
C 1.333 -4.348 -0.909
C 0.956 -5.596 -1.764
C -0.519 -5.566 -2.312
C -0.955 -4.571 -3.405
H 1.521 0.193 1.942
H 3.079 -0.262 2.158
H 2.045 0.390 3.603
H 0.611 -1.493 3.526
H 2.088 -2.010 4.025
H 0.804 -2.271 1.379
H 1.163 -3.643 2.439
H 3.512 -3.238 2.110
H 3.127 -2.057 0.762
H 4.293 -3.874 -1.395
H 4.476 -5.540 -1.107
H 5.412 -5.018 1.013
H 5.702 -3.336 0.594
H 7.120 -4.470 -1.434
H 6.911 -5.969 -0.529
H 9.050 -4.978 0.010
H 8.006 -4.865 1.504
H 8.433 -3.465 0.637
H 1.862 -6.024 1.986
H 3.658 -5.896 2.199
H 4.153 -7.513 0.589
H 2.751 -7.620 -0.334
H 1.518 -8.836 1.324
H 2.746 -8.291 2.571
H 2.626 -10.771 1.608
H 4.248 -9.951 1.692
H 3.436 -10.258 0.189
H 1.487 -3.422 -1.463
H 0.607 -4.157 -0.118
H 1.075 -6.450 -1.097
H 1.647 -5.823 -2.575
H -1.285 -5.492 -1.539
H -0.808 -6.564 -2.642
H -2.022 -4.638 -3.619
H -0.445 -4.819 -4.336
H -0.611 -3.609 -3.024
O -4.771 -0.555 7.188
C -4.135 -0.159 6.135
O -3.530 -0.969 5.378
O -4.110 1.008 5.814
H -4.948 0.365 7.398
*
```

Record 8
DFT (the ωB97M-V functional and the def2-TZVPD basis) results for a structure of composition C25H44O2P2Zr.

Properties
Gap between HOMO and LUMO in eV: 5.20
LUMO energy in eV: -7.9396
Energy relative to the best compared isomer or geometry (same formula, charge and spin) in eV: 3.0383

The geometry in ORCA input format:
```
! wB97M-V def2-TZVPD RIJCOSX def2/J DEFGRID3
* xyz 2 1
Zr -2.012 -1.706 -0.631
C -0.097 0.283 0.689
C -1.455 0.278 1.123
C -0.622 -1.868 1.418
C 0.416 -1.023 0.861
C -1.771 -1.022 1.659
C 0.724 1.497 0.400
H 0.094 2.323 0.031
H 1.506 1.270 -0.345
H 1.225 1.835 1.328
C 1.858 -1.360 0.857
H 2.459 -0.484 1.131
H 2.201 -1.665 -0.138
H 2.080 -2.149 1.584
C -0.450 -3.220 2.049
H -1.307 -3.462 2.700
H 0.466 -3.270 2.658
H -0.399 -4.011 1.284
C -2.922 -1.318 2.581
H -2.599 -1.953 3.419
H -3.724 -1.848 2.060
H -3.363 -0.402 3.004
C -2.304 1.483 1.382
H -2.587 1.562 2.447
H -3.245 1.450 0.808
H -1.789 2.419 1.128
C 0.710 2.385 -3.290
C 0.679 3.705 -3.004
C -0.452 4.686 -3.070
C -1.598 4.279 -4.001
C -2.690 3.488 -3.392
C -2.597 2.597 -2.378
C -1.471 1.572 -2.365
C -0.465 1.489 -3.562
H -0.009 5.633 -3.447
H -1.200 3.755 -4.887
H -0.874 4.988 -2.095
H -0.943 1.579 -4.555
H 1.685 1.870 -3.187
H 1.625 4.168 -2.717
H -0.106 0.443 -3.566
H -0.869 1.580 -1.442
H -3.487 2.273 -1.737
H -1.962 0.559 -2.404
H -2.062 5.209 -4.368
H -3.617 3.541 -3.957
P -3.793 -0.495 -3.536
C -3.733 -1.029 -5.307
C -5.172 0.759 -3.736
P -4.320 -1.433 -1.177
C -4.744 -1.951 -2.928
C -5.940 -0.891 -0.564
C -3.940 -3.160 -0.459
H -3.394 -2.068 -5.336
H -3.029 -0.419 -5.889
H -4.728 -0.967 -5.764
H -5.842 0.445 -4.550
H -4.757 1.748 -3.983
H -5.765 0.886 -2.821
H -4.179 -3.817 -1.305
H -4.650 -3.206 0.382
H -2.888 -3.484 -0.083
H -4.254 -2.884 -3.239
H -5.820 -2.004 -3.131
H -6.041 -1.273 0.463
H -6.771 -1.292 -1.176
H -6.027 0.210 -0.516
C 1.238 -4.053 -1.843
C 0.389 -2.801 -2.022
O 0.799 -1.690 -2.391
O -0.905 -3.015 -1.709
H 1.603 -4.360 -2.828
H 0.697 -4.887 -1.354
H 2.128 -3.751 -1.285
*
```

Record 9
DFT (the ωB97M-V functional and the def2-TZVPD basis) results for a structure of composition C4H8N2.

Properties
Gap between HOMO and LUMO (alpha / beta) in eV: 6.86 / 9.40
LUMO energy (alpha / beta) in eV: -12.4991 / -12.0777
Energy relative to the best compared isomer or geometry (same formula, charge and spin) in eV: 6.6893

The geometry in ORCA input format:
```
! wB97M-V def2-TZVPD RIJCOSX def2/J DEFGRID3
* xyz 2 1
C 0.483 -0.228 0.166
C -0.813 1.864 0.024
C -0.219 -1.424 -0.025
C -1.482 -0.547 -0.033
N -0.606 0.594 0.057
N 2.531 0.234 -0.189
H -1.940 2.128 -0.102
H 0.049 2.671 0.144
H 0.092 -2.157 -0.773
H -0.010 -2.308 0.850
H -2.090 -0.737 -1.050
H -2.129 -0.612 0.862
H 3.164 -0.536 -0.132
H 2.970 1.060 0.200
*
```

| no. | maximum force (eV/Å) | E (Ha) |
| --- | --- | --- |
| 1 | 5.7 | -985.56997 |
| 2 | 3.9 | -1397.65362 |
| 3 | 2.6 | -1177.95665 |
| 4 | 7.2 | -378.74304 |
| 5 | 1.7 | -381.16427 |
| 6 | 4.1 | -298.11411 |
| 7 | 5.7 | -4519.51032 |
| 8 | 6.6 | -1858.55247 |
| 9 | 5.1 | -265.72864 |